No. 1
{
  "formula": "C17H23F2NO18S",
  "method": "ωB97M-V/def2-TZVPD",
  "symbols": ["O", "C", "C", "N", "F", "S", "O", "O", "F", "H", "H", "H", "O", "C", "O", "C", "C", "O", "H", "H", "H", "H", "O", "C", "O", "C", "C", "O", "H", "H", "H", "H", "O", "C", "O", "C", "C", "O", "H", "H", "H", "H", "O", "C", "O", "C", "C", "O", "H", "H", "H", "H", "O", "C", "O", "C", "C", "O", "H", "H", "H", "H"],
  "coordinates": [[0.771, 6.714, -4.097], [0.369, 5.668, -3.670], [1.222, 4.400, -3.716], [2.306, 4.513, -2.748], [3.535, 4.254, -3.356], [2.122, 3.585, -1.368], [1.458, 4.390, -0.426], [1.647, 2.271, -1.629], [3.608, 3.477, -0.987], [-0.641, 5.587, -3.231], [1.680, 4.343, -4.702], [0.623, 3.497, -3.580], [-0.750, -3.164, -3.591], [0.124, -2.573, -3.047], [1.286, -3.136, -2.634], [2.172, -2.090, -2.221], [1.208, -0.969, -1.882], [0.099, -1.259, -2.743], [2.771, -2.421, -1.377], [2.829, -1.839, -3.055], [0.869, -1.017, -0.846], [1.597, 0.022, -2.085], [1.245, -4.769, 1.918], [0.722, -5.321, 1.001], [-0.283, -4.797, 0.268], [-0.488, -5.640, -0.877], [0.070, -6.966, -0.404], [1.056, -6.549, 0.554], [-1.544, -5.692, -1.131], [0.066, -5.224, -1.718], [-0.680, -7.575, 0.102], [0.534, -7.550, -1.193], [3.321, 6.734, 0.481], [2.820, 7.572, -0.191], [3.269, 8.845, -0.296], [2.575, 9.486, -1.370], [1.300, 8.668, -1.461], [1.727, 7.392, -0.971], [2.409, 10.533, -1.133], [3.182, 9.409, -2.273], [0.514, 9.048, -0.805], [0.916, 8.568, -2.472], [-4.449, -6.391, -0.251], [-4.324, -5.802, 0.776], [-3.372, -6.077, 1.698], [-3.371, -5.013, 2.666], [-4.774, -4.461, 2.541], [-5.094, -4.774, 1.174], [-3.146, -5.405, 3.654], [-2.610, -4.286, 2.387], [-5.483, -4.982, 3.187], [-4.846, -3.395, 2.708], [-3.224, -2.207, 3.565], [-2.337, -1.657, 4.139], [-1.225, -2.278, 4.579], [-0.282, -1.283, 4.992], [-1.188, -0.102, 5.300], [-2.301, -0.342, 4.428], [0.283, -1.639, 5.848], [0.399, -1.085, 4.164], [-1.547, -0.109, 6.330], [-0.745, 0.864, 5.077]],
  "forces_ev_per_angstrom": [[0.008, -0.111, 0.042], [-0.017, 0.233, -0.001], [-0.249, -0.116, -0.237], [0.309, 0.632, 0.033], [-0.103, -0.364, -0.180], [-0.178, -0.380, 0.561], [-0.225, 0.204, 0.045], [0.280, -0.116, -0.304], [0.002, 0.079, -0.053], [0.031, -0.088, 0.014], [0.104, 0.068, 0.009], [0.028, -0.017, 0.136], [-0.035, -0.068, -0.046], [-0.052, -0.038, 0.063], [0.053, 0.020, -0.001], [0.079, 0.063, 0.056], [0.136, -0.040, 0.108], [0.044, 0.083, 0.005], [-0.079, -0.104, 0.015], [-0.022, 0.015, -0.015], [-0.025, -0.036, -0.005], [-0.105, -0.002, -0.119], [0.044, 0.049, 0.039], [-0.019, 0.061, 0.050], [0.000, -0.046, -0.047], [-0.183, -0.103, -0.285], [-0.102, -0.011, -0.005], [-0.012, -0.078, -0.022], [-0.044, 0.127, 0.156], [0.025, -0.008, 0.013], [-0.006, 0.041, 0.046], [0.153, 0.053, 0.048], [0.049, -0.078, 0.046], [0.005, 0.010, -0.080], [0.011, 0.050, 0.006], [-0.047, 0.024, -0.094], [-0.060, 0.128, -0.046], [-0.036, 0.035, -0.015], [0.033, -0.019, 0.114], [-0.014, -0.018, -0.012], [0.026, 0.015, 0.027], [0.052, -0.119, -0.002], [0.031, -0.026, -0.053], [0.091, -0.063, -0.067], [-0.037, 0.038, 0.053], [0.141, 0.122, 0.071], [-0.154, -0.091, 0.012], [-0.079, 0.008, 0.055], [0.006, -0.128, -0.050], [-0.025, 0.002, -0.028], [0.012, -0.050, -0.027], [0.027, -0.022, -0.166], [0.006, 0.219, 0.138], [0.074, -0.077, -0.063], [0.037, -0.014, 0.048], [0.061, 0.108, 0.009], [0.105, -0.011, 0.069], [0.002, 0.052, 0.033], [-0.080, -0.094, 0.016], [-0.012, 0.012, -0.012], [0.000, -0.019, 0.004], [-0.064, 0.007, -0.109]],
  "nbo_charge": [-0.491, 0.444, -0.386, -0.273, -0.210, 2.505, -0.853, -0.918, -0.441, 0.128, 0.269, 0.230, -0.574, 0.968, -0.501, -0.099, -0.107, -0.488, 0.208, 0.183, 0.188, 0.223, -0.595, 0.970, -0.496, -0.110, -0.100, -0.491, 0.222, 0.199, 0.194, 0.203, -0.572, 0.970, -0.491, -0.099, -0.106, -0.496, 0.203, 0.187, 0.183, 0.220, -0.593, 0.968, -0.503, -0.100, -0.104, -0.489, 0.201, 0.206, 0.175, 0.235, -0.609, 0.982, -0.482, -0.100, -0.101, -0.483, 0.208, 0.193, 0.187, 0.208],
  "spin_multiplicity": 1,
  "smiles": "O=CCN(F)S(=O)(=O)F.O=C1OCCO1.O=C1OCCO1.O=C1OCCO1.O=C1OCCO1.O=C1OCCO1",
  "lumo_energy_ev": -0.22
}

No. 2
{
  "formula": "CH26O12",
  "method": "ωB97M-V/def2-TZVPD",
  "symbols": ["O", "H", "H", "H", "C", "O", "H", "H", "H", "O", "H", "H", "O", "H", "H", "O", "H", "H", "O", "H", "H", "O", "H", "H", "O", "H", "H", "O", "H", "H", "O", "H", "H", "O", "H", "H", "O", "H", "H"],
  "coordinates": [[0.077, -2.385, 1.667], [1.097, -2.325, 1.596], [-0.236, -3.230, 1.195], [-0.372, -1.631, 1.333], [-0.275, -0.060, -0.269], [-1.364, -0.376, 0.594], [-0.685, -0.131, -1.168], [0.499, -0.386, 0.073], [-0.322, 0.976, -0.290], [-1.658, 4.010, -0.926], [-1.918, 3.184, -1.128], [-1.770, 4.559, -1.706], [3.413, 0.214, 0.282], [4.318, 0.310, -0.059], [3.195, 1.179, 0.591], [2.508, -2.661, 0.363], [2.467, -3.123, -0.410], [2.883, -1.919, 0.115], [1.604, -0.267, 2.781], [1.969, -0.776, 3.497], [2.264, -0.048, 2.081], [-0.506, 1.389, 2.474], [0.113, 0.848, 2.840], [-0.935, 0.924, 1.749], [2.107, 2.886, -1.540], [2.049, 3.299, -2.341], [1.318, 2.472, -1.327], [-2.769, -2.284, -0.558], [-2.437, -2.962, -1.099], [-2.227, -1.462, -0.349], [-2.679, 1.625, -1.600], [-2.169, 1.332, -2.299], [-2.307, 0.940, -1.003], [0.830, -1.467, -4.141], [0.696, -2.319, -4.364], [0.240, -1.319, -3.590], [-3.373, 0.202, 2.247], [-2.956, 0.806, 3.078], [-2.689, -0.022, 1.613]],
  "forces_ev_per_angstrom": [[2.743, -5.013, 0.787], [-1.378, 0.043, -0.365], [0.361, 1.804, 0.811], [-2.932, 3.841, -1.556], [-9.678, 4.380, 0.482], [0.781, -1.707, 0.361], [-0.217, -2.124, -4.968], [9.449, -3.928, 2.610], [1.356, 2.770, 0.519], [1.979, 5.105, 1.219], [-1.801, -4.552, -1.200], [-0.086, -0.144, 0.071], [-0.207, 2.601, 0.977], [-0.386, -0.058, 0.132], [0.463, -2.472, -1.144], [-2.755, -3.832, 4.822], [-0.432, -2.457, -3.113], [3.069, 6.515, -1.452], [0.064, 0.071, -1.347], [0.737, -0.099, 0.200], [-0.247, -0.487, 1.142], [-2.496, 3.355, -0.906], [2.466, -2.342, 1.330], [-0.186, -0.585, -0.126], [3.059, -0.636, 2.847], [-0.533, 1.579, -3.148], [-2.522, -0.952, 0.420], [-1.173, 1.322, 1.342], [1.107, -0.681, -1.172], [0.123, -0.936, 0.116], [-0.467, -0.702, 2.449], [1.298, -0.287, -3.403], [-1.172, 0.561, 1.005], [8.922, 1.686, -6.580], [-0.333, -4.483, -1.597], [-8.602, 2.784, 8.214], [0.151, 2.460, 4.226], [-1.272, -2.669, -4.030], [0.748, 0.268, 0.026]],
  "nbo_charge": [-0.797, 0.575, 0.550, 0.565, -0.280, -1.022, 0.154, 0.140, 0.171, -0.949, 0.474, 0.456, -0.994, 0.493, 0.509, -0.933, 0.477, 0.484, -0.982, 0.488, 0.504, -0.985, 0.464, 0.490, -0.943, 0.469, 0.474, -1.015, 0.453, 0.512, -0.917, 0.450, 0.484, -0.892, 0.453, 0.439, -0.990, 0.477, 0.495],
  "spin_multiplicity": 1,
  "lumo_energy_ev": -0.83
}

No. 3
{
  "formula": "C20H21F10N5O4PS2W",
  "method": "ωB97M-V/def2-TZVPD",
  "symbols": ["W", "C", "N", "C", "C", "C", "N", "C", "C", "F", "C", "F", "C", "C", "F", "C", "F", "H", "H", "H", "H", "H", "H", "H", "H", "H", "H", "H", "F", "P", "F", "F", "F", "F", "F", "C", "H", "H", "O", "O", "N", "C", "C", "C", "C", "C", "C", "S", "O", "O", "N", "C", "S", "C", "C", "N", "H", "H", "H", "H", "H", "H", "H", "H"],
  "coordinates": [[-1.376, -1.184, 0.400], [2.434, -2.054, -1.684], [1.946, -0.870, -2.339], [2.920, 0.055, -2.869], [0.628, -0.879, -2.955], [-0.298, 0.267, -2.517], [-1.305, -0.212, -1.575], [-2.412, 0.488, -1.353], [-3.427, -0.245, -0.606], [-1.255, 0.596, 1.062], [-4.426, 0.498, 0.086], [-5.281, -0.186, 0.843], [-4.572, 1.830, -0.074], [-3.662, 2.496, -0.930], [-3.796, 3.813, -1.062], [-2.639, 1.875, -1.575], [-1.770, 2.608, -2.285], [1.661, -2.474, -1.044], [3.329, -1.810, -1.117], [2.670, -2.807, -2.446], [3.349, -0.391, -3.775], [3.707, 0.226, -2.138], [2.442, 1.001, -3.111], [0.162, -1.841, -2.766], [0.808, -0.786, -4.031], [-0.809, 0.631, -3.408], [0.289, 1.088, -2.104], [-5.367, 2.384, 0.403], [-0.673, -2.803, -0.837], [-0.986, -4.439, -1.587], [0.398, -4.174, -2.366], [-2.327, -4.476, -0.740], [-0.168, -5.014, -0.355], [-1.221, -5.836, -2.267], [-1.745, -3.614, -2.741], [-3.358, -1.659, -0.635], [-4.038, -2.220, -0.009], [-3.023, -2.136, -1.547], [-1.802, -2.702, 1.469], [-2.043, -1.505, 2.197], [0.629, 4.437, 4.883], [1.040, 3.774, 3.742], [2.339, 3.271, 3.640], [2.756, 2.636, 2.485], [1.880, 2.505, 1.417], [0.586, 3.010, 1.500], [0.170, 3.640, 2.652], [2.363, 1.646, -0.030], [1.964, 2.409, -1.187], [3.762, 1.295, 0.105], [1.441, 0.317, -0.058], [1.606, -0.612, 0.879], [3.029, -0.937, 1.831], [2.231, -2.274, 2.579], [0.990, -2.425, 2.090], [0.633, -1.490, 1.138], [1.151, 4.250, 5.723], [-0.364, 4.498, 5.033], [3.023, 3.381, 4.474], [3.761, 2.246, 2.401], [-0.092, 2.893, 0.666], [-0.837, 4.031, 2.722], [2.713, -2.868, 3.336], [0.266, -3.174, 2.366]],
  "forces_ev_per_angstrom": [[0.178, -0.047, -0.018], [-0.002, -0.009, 0.018], [0.021, 0.009, -0.003], [-0.001, 0.014, 0.012], [0.000, -0.019, -0.011], [-0.018, -0.017, -0.006], [-0.009, 0.161, -0.114], [-0.006, -0.020, -0.010], [0.076, -0.037, -0.035], [0.004, 0.039, -0.057], [-0.008, 0.014, 0.039], [-0.002, -0.007, -0.003], [-0.020, -0.012, 0.011], [0.028, -0.007, -0.015], [-0.003, 0.005, 0.001], [-0.040, 0.032, 0.002], [0.029, -0.022, -0.011], [-0.001, 0.005, -0.004], [0.002, -0.001, -0.001], [0.005, 0.005, -0.003], [-0.011, -0.004, -0.006], [-0.003, -0.001, 0.002], [0.000, -0.004, 0.005], [-0.008, -0.003, 0.006], [-0.004, -0.006, 0.003], [-0.003, 0.000, -0.004], [0.001, 0.010, 0.019], [0.000, -0.003, 0.003], [-0.020, 0.119, -0.032], [0.012, -0.023, 0.004], [-0.002, -0.006, -0.019], [-0.015, 0.004, -0.022], [0.018, -0.059, 0.014], [0.002, 0.047, 0.016], [0.005, -0.006, 0.019], [-0.024, 0.011, 0.024], [0.001, 0.000, 0.001], [0.020, -0.006, -0.009], [-0.080, -0.120, 0.080], [-0.042, -0.026, 0.104], [0.003, 0.014, -0.001], [0.002, -0.006, -0.004], [0.004, 0.001, -0.004], [0.005, 0.002, -0.004], [0.006, 0.000, 0.017], [0.003, 0.000, -0.002], [-0.002, 0.002, 0.007], [-0.024, -0.035, -0.048], [0.003, -0.002, -0.004], [0.014, -0.003, 0.007], [-0.031, 0.069, -0.016], [0.050, -0.057, 0.041], [-0.005, 0.040, -0.009], [0.001, -0.035, -0.003], [-0.024, 0.005, -0.014], [-0.088, 0.005, 0.030], [-0.001, -0.003, 0.001], [-0.003, -0.003, 0.001], [-0.001, 0.001, 0.000], [-0.004, -0.006, 0.000], [-0.004, -0.001, 0.001], [-0.001, 0.000, -0.002], [0.008, 0.005, -0.001], [0.006, -0.001, 0.009]],
  "nbo_charge": [2.026, -0.457, -0.001, -0.466, -0.269, -0.251, -0.541, 0.212, -0.187, -0.573, 0.470, -0.294, -0.354, 0.390, -0.289, 0.279, -0.300, 0.263, 0.235, 0.246, 0.224, 0.259, 0.256, 0.267, 0.226, 0.211, 0.266, 0.258, -0.594, 2.637, -0.584, -0.562, -0.564, -0.559, -0.578, -0.511, 0.259, 0.270, -0.390, -0.417, -0.789, 0.187, -0.283, -0.136, -0.426, -0.144, -0.219, 2.333, -0.969, -0.979, -0.908, 0.279, 0.429, -0.459, -0.004, -0.592, 0.383, 0.383, 0.212, 0.241, 0.237, 0.205, 0.250, 0.253],
  "spin_multiplicity": 4,
  "s_squared": 3.776,
  "lumo_energy_ev": [-1.01, -2.81]
}

No. 4
{
  "formula": "C7H12ClFNO8S",
  "method": "ωB97M-V/def2-TZVPD",
  "symbols": ["C", "C", "N", "C", "C", "O", "S", "O", "O", "O", "C", "C", "C", "F", "H", "H", "H", "H", "H", "H", "H", "H", "H", "H", "H", "H", "O", "Cl", "O", "O", "O"],
  "coordinates": [[-2.919, 0.399, -1.807], [-1.666, -0.403, -2.138], [-1.144, -0.323, -3.279], [-1.063, -1.289, -1.089], [-1.035, -0.561, 0.271], [-2.180, -0.946, 1.030], [-1.750, -2.166, 1.993], [-2.561, -2.049, 3.141], [-1.833, -3.436, 1.382], [-0.256, -1.730, 2.195], [0.174, -0.755, 1.186], [0.310, 0.538, 2.012], [1.296, 1.513, 1.373], [0.609, 2.633, 0.903], [-2.698, 1.429, -2.062], [-3.726, 0.095, -2.464], [-3.234, 0.309, -0.775], [-1.701, 0.323, -3.838], [-0.084, -1.591, -1.443], [-1.696, -2.172, -1.054], [-1.030, 0.492, 0.011], [1.117, -1.015, 0.727], [-0.658, 1.019, 2.112], [0.623, 0.275, 3.015], [1.796, 1.015, 0.538], [2.057, 1.830, 2.073], [4.949, 0.839, -2.136], [4.659, 1.317, -0.808], [3.392, 0.751, -0.361], [4.550, 2.754, -0.812], [5.700, 0.905, 0.103]],
  "forces_ev_per_angstrom": [[0.418, -0.198, -0.137], [-0.623, 0.299, 0.227], [0.355, -0.068, -0.537], [-0.032, 0.100, -0.104], [0.769, -0.791, -1.971], [0.487, -0.101, 0.472], [-1.032, 0.118, 0.245], [0.128, 0.810, 1.150], [0.565, -0.546, -1.345], [-0.046, -0.672, -0.415], [-1.052, 1.382, 1.729], [0.677, 0.078, -0.121], [-0.416, -0.667, -0.167], [-0.036, 0.105, -0.045], [-0.076, 0.322, 0.238], [-0.193, -0.221, -0.009], [-0.150, 0.090, 0.125], [0.144, -0.027, -0.249], [0.224, -0.011, 0.096], [0.023, -0.291, 0.345], [-0.543, 0.298, 0.485], [-0.006, -0.552, -0.160], [-0.202, 0.020, 0.035], [0.188, -0.132, 0.158], [-0.096, 0.625, 0.139], [0.119, 0.271, 0.086], [-0.018, -0.004, 0.021], [0.073, -0.018, -0.038], [0.382, -0.222, -0.284], [-0.020, 0.017, 0.014], [-0.011, -0.012, 0.016]],
  "nbo_charge": [-0.710, 0.327, -0.604, -0.506, 0.054, -0.687, 2.568, -0.918, -0.925, -0.695, 0.087, -0.467, 0.023, -0.381, 0.230, 0.228, 0.226, 0.319, 0.252, 0.245, 0.224, 0.241, 0.222, 0.226, 0.229, 0.174, -0.867, 2.553, -0.924, -0.871, -0.873],
  "spin_multiplicity": 1,
  "charge": -1,
  "lumo_energy_ev": 2.54
}